# 1
10
Properties=species:S:1:pos:R:3:forces:R:3:lowdin_charge:R:1 method="wB97M-V/def2-TZVPD" homo_lumo_gap_ev="5.5643 / 6.9549" s2=2.01 spin_multiplicity=3 e_lumo_ha="0.025 / -0.071" de_lowest_kcal_mol=50.7
S -2.3993 0.8207 1.7711 -0.569 0.192 0.834 0.04
P -1.7311 -0.0125 0.1865 -0.509 -1.476 -0.577 -0.02
P 0.4255 -0.2151 0.0070 -1.628 -1.401 -0.455 0.52
C 1.1613 0.8984 1.1025 0.581 0.046 0.664 -0.23
H 0.8951 -1.4790 0.2818 0.630 -0.284 0.109 -0.06
H 2.1974 0.8757 0.9305 1.375 0.211 0.401 -0.01
H -2.4375 -1.2780 -0.3446 1.190 1.297 1.233 -0.01
H -1.8886 0.5985 -1.0192 -0.208 0.778 -1.240 -0.11
H 0.6805 1.7834 1.3764 -0.736 1.120 0.846 -0.01
H 0.2891 -0.2238 -1.3445 -0.126 -0.483 -1.816 -0.11

=====

# 2
9
Properties=species:S:1:pos:R:3:forces:R:3:lowdin_charge:R:1 method="wB97M-V/def2-TZVPD" homo_lumo_gap_ev=8.4871 spin_multiplicity=1 e_lumo_ha=0.001 smiles=SS.C de_lowest_kcal_mol=29.2
S 1.8009 -1.6147 1.2812 1.738 -3.090 -2.654 0.09
S 1.1878 0.1098 0.4729 -1.011 1.683 -0.812 0.15
C -5.1776 2.6365 -2.7209 0.198 -0.458 0.206 -0.10
H -4.1934 3.1524 -2.4001 -1.621 -0.934 -0.823 0.03
H 2.1569 -2.3473 -0.0912 -1.006 1.425 3.197 -0.04
H -5.4247 1.8131 -1.9417 0.152 1.668 -1.255 0.04
H -5.9864 3.4058 -2.8724 0.744 -0.804 0.734 0.01
H 1.8289 0.1113 -0.7064 0.278 -0.019 0.268 -0.20
H -5.1352 2.1250 -3.7282 0.527 0.528 1.139 0.01

=====

# 3
9
Properties=species:S:1:pos:R:3:forces:R:3:lowdin_charge:R:1 method="wB97M-V/def2-TZVPD" homo_lumo_gap_ev=9.4393 spin_multiplicity=1 e_lumo_ha=0.007 smiles=SS.C de_lowest_kcal_mol=6.7
S 0.4289 7.0301 -1.1449 0.354 -0.018 0.698 0.21
S 0.7369 6.8620 0.9454 -0.858 -0.021 -0.690 0.20
C -0.3808 -5.2229 0.0498 -0.279 -1.721 1.584 -0.06
H 1.3358 6.1029 -1.5027 -0.187 -0.020 0.057 -0.22
H -1.1225 -4.7072 -0.5431 0.223 0.372 -0.038 0.01
H -0.5406 6.4529 1.2118 0.691 0.059 -0.064 -0.20
H -0.7133 -6.2675 0.1744 0.035 0.101 -0.676 0.01
H -0.3819 -4.9807 1.1263 0.066 0.849 -0.581 0.02
H 0.6374 -5.2695 -0.3171 -0.045 0.400 -0.289 0.01

=====

# 4
11
Properties=species:S:1:pos:R:3:forces:R:3:lowdin_charge:R:1 method="wB97M-V/def2-TZVPD" homo_lumo_gap_ev=8.6937 spin_multiplicity=1 e_lumo_ha=0.011 smiles=CSS.SS de_lowest_kcal_mol=9.6
S -0.7527 -1.8188 -1.3680 0.034 -0.301 -0.096 0.27
S 0.0376 -1.7533 0.5733 -0.457 0.098 -0.363 0.35
S -0.6125 2.2952 1.1368 1.048 0.957 0.678 0.23
S -1.5343 2.0257 -0.6232 -0.537 0.046 -1.362 0.21
C 1.4791 -0.7052 0.2574 -0.064 -0.263 0.279 -0.51
H -1.3710 1.4938 1.8406 -0.374 -0.801 0.409 -0.22
H -0.4594 1.7299 -1.3856 -0.147 -0.208 0.289 -0.20
H 2.2895 -1.3274 -0.1104 0.090 0.117 -0.123 0.03
H 1.7433 -0.3163 1.2411 0.095 0.125 -0.104 0.02
H -2.0841 -1.7350 -1.1354 0.416 0.224 0.327 -0.19
H 1.2644 0.1113 -0.4267 -0.105 0.006 0.067 0.00

=====

# 5
12
Properties=species:S:1:pos:R:3:forces:R:3:lowdin_charge:R:1 method="wB97M-V/def2-TZVPD" homo_lumo_gap_ev=11.3033 spin_multiplicity=1 e_lumo_ha=-0.116 de_lowest_kcal_mol=5.9 charge=+1
Br 2.6890 -1.1034 0.4634 0.080 -0.006 -0.007 0.37
N -0.4223 3.0149 -0.3200 -2.407 -0.577 1.466 0.15
N -0.6791 0.5819 -0.0010 -0.280 -1.815 0.236 0.17
N -0.5572 -1.9909 -0.2260 2.740 -0.073 2.124 0.19
C -0.5717 1.6895 -0.2115 0.978 3.614 -0.668 -0.25
H 0.1234 -2.3819 0.5264 0.209 1.500 -2.188 0.12
H -0.6740 -0.8780 -0.0703 -0.155 -0.854 0.035 0.01
H -0.2678 -2.1752 -1.1929 -0.094 -0.454 0.604 0.14
H -1.2296 -2.5916 0.1572 -2.802 -0.703 -0.632 0.10
H 0.1236 3.5223 -0.9707 0.803 -0.259 -0.821 0.11
H 2.7408 -1.2153 1.8770 0.039 0.021 0.057 -0.25
H -1.2750 3.5276 -0.0316 0.889 -0.395 -0.207 0.14

=====

# 6
14
Properties=species:S:1:pos:R:3:forces:R:3:lowdin_charge:R:1 method="wB97M-V/def2-TZVPD" homo_lumo_gap_ev="8.2236 / 4.8724" s2=3.76 spin_multiplicity=4 e_lumo_ha="-0.466 / -0.535" charge=+3
Er 0.6745 -4.1013 -2.2679 -0.269 -1.642 -1.504 1.36
S 2.0784 -2.1116 -1.4644 0.490 0.336 -0.351 0.19
P 0.8681 -0.2305 1.0168 0.929 -0.056 1.524 0.54
P -1.0326 0.8349 0.9655 0.507 4.883 0.821 0.86
P 0.7490 -2.1851 0.0036 1.134 0.744 0.924 0.13
O -0.9056 2.0429 2.2597 1.366 -2.691 -3.737 -0.27
C -1.2111 1.9215 -0.6272 -1.010 0.396 -0.463 -0.23
H -1.1909 1.3009 -1.6191 0.083 0.981 2.037 0.08
H -2.2718 2.4357 -0.5390 2.233 -0.782 -0.154 0.11
H 1.8516 0.5639 0.2691 -1.099 -0.684 -0.215 -0.01
H 1.2955 -3.1471 0.9706 -1.235 0.710 -0.430 0.04
H -0.0072 2.4890 2.0648 -1.576 -0.417 0.854 0.11
H -0.5768 -2.5279 -0.4505 0.284 -0.123 0.598 -0.03
H -0.3211 2.7148 -0.5820 -1.838 -1.654 0.095 0.12